ORCA calculation (wB97M-V/def2-TZVPD) on an isolated ion of composition C5H13N2 and charge +1 in a non-equilibrium geometry.

Atoms and positions in Å:
C  0.50052  2.34432  -0.18751
C  0.46345  1.05917  -0.59501
C  -0.48213  0.01401  -0.02561
C  -0.54312  -0.00585  1.51717
N  -1.73997  0.23880  -0.69318
C  0.01831  -1.33546  -0.61724
N  1.43649  -1.45984  -0.17933
H  1.22399  2.85329  -0.80834
H  -0.09295  2.86600  0.54023
H  1.04031  0.72602  -1.36817
H  -0.48661  -1.11767  1.82891
H  0.21519  0.56323  2.08129
H  -1.47375  0.49589  1.77650
H  -2.45563  -0.48559  -0.50655
H  -2.42860  1.00323  -0.70448
H  -0.35710  -2.25058  -0.26096
H  -0.04983  -1.37871  -1.75795
H  2.06370  -0.72840  -0.58173
H  1.81241  -2.41191  -0.22205
H  1.33528  -0.98995  0.76399

Atoms 1-6, force components in eV/Å:
1.0828 -1.7732 -1.8821
-2.1193 1.8677 3.4825
-0.3527 0.7104 -0.9256
0.3440 -1.3847 0.3938
-3.1189 -1.6949 -0.7119
0.4689 0.6995 -2.3185

Values from the calculation:
Maximum force ... 4.5 eV/A
SMILES ... C=C[C@@](C)(N)C[NH3+]
HOMO level ... -13.234 eV
Energy relative to the best compared isomer or geometry (same formula, charge and spin) ... 335.5 kJ/mol
LUMO energy ... -0.129 Eh
Net charge ... +1
HOMO-LUMO gap ... 9.734 eV

=====

ORCA calculation (wB97M-V/def2-TZVPD) on C23H18FeN5O2 as an isolated structure.

Atoms and positions in Å:
Fe  0.07990  -0.30316  0.50007
O  4.48517  0.69876  -2.71134
C  3.49859  0.31584  -3.53747
C  3.79897  0.27632  -4.90109
C  2.84061  -0.10374  -5.81339
C  1.55388  -0.45382  -5.39801
C  1.25213  -0.41600  -4.05731
C  2.20780  -0.03757  -3.10361
C  1.82570  -0.02845  -1.68770
O  0.62474  -0.38521  -1.36148
N  2.71799  0.37729  -0.78986
N  2.18751  0.22819  0.45396
C  2.65429  0.89301  1.42972
C  1.92639  0.74463  2.71038
C  2.35867  1.37986  3.86337
C  1.62418  1.22052  5.02932
C  0.47600  0.44880  5.00174
C  0.08669  -0.11496  3.79657
N  0.78051  0.03142  2.67008
H  4.13739  0.70163  -1.79527
H  4.79797  0.55140  -5.21000
H  3.09255  -0.12844  -6.86588
H  0.80691  -0.74930  -6.12123
H  0.26477  -0.68095  -3.70538
H  3.48492  1.58756  1.35347
H  3.26535  1.96893  3.84615
H  1.94531  1.69565  5.94641
H  -0.12062  0.29380  5.88884
H  -0.82397  -0.69815  3.72383
C  -2.40965  -3.90849  0.27342
C  -3.69038  -3.38659  0.26931
C  -3.86733  -2.01576  0.39207
C  -2.74979  -1.20693  0.51815
N  -1.50785  -1.71757  0.52522
C  -1.34479  -3.03548  0.40280
C  -2.83254  0.28135  0.62980
C  -4.03529  0.96654  0.69832
C  -4.01361  2.35113  0.77816
C  -2.79781  3.01125  0.78720
C  -1.64122  2.25646  0.72177
N  -1.65485  0.92525  0.64871
H  -2.23067  -4.96897  0.17295
H  -4.54865  -4.03656  0.16555
H  -4.86080  -1.59588  0.37767
H  -0.32302  -3.39301  0.40180
H  -4.97676  0.44015  0.68943
H  -4.94092  2.90545  0.82993
H  -2.73942  4.08852  0.84102
H  -0.66496  2.72525  0.72185

Atoms 1-6, force components in eV/Å:
0.5282 -0.1197 0.4843
-0.0368 -0.0103 -0.0590
0.1236 0.0458 0.0342
-0.0389 -0.0130 0.0074
0.0107 0.0016 -0.0152
0.0068 0.0040 0.0057

Values from the calculation:
Maximum force ... 0.7 eV/A
Multiplicity ... 5
⟨S²⟩ ... 6.012
HOMO level (alpha / beta) ... -10.252 / -10.242 eV
Energy relative to the best compared isomer or geometry (same formula, charge and spin) ... 0.0 kJ/mol
LUMO energy (alpha / beta) ... -0.130 / -0.136 Eh
Net charge ... +1
HOMO-LUMO gap (alpha / beta) ... 6.712 / 6.533 eV

=====

ORCA calculation (wB97M-V/def2-TZVPD) on a 2-piece molecular cluster, C6H13Cl2 overall in a non-equilibrium geometry.

Atoms and positions in Å:
Cl  -1.35271  0.87412  0.97103
Cl  0.60921  0.49773  1.24080
C  -4.07558  -1.51075  3.22519
C  -2.95751  -2.43497  2.73949
C  -1.60102  -2.07104  3.34998
C  -0.46371  -2.99080  2.87230
C  0.80677  -2.63360  3.42642
C  1.97201  -3.45922  3.11522
H  -5.00590  -1.82830  2.74010
H  -4.20171  -1.56503  4.31274
H  -3.86876  -0.46770  2.95863
H  -3.17011  -3.48029  3.02616
H  -2.84316  -2.36110  1.64204
H  -1.35376  -1.04710  3.08038
H  -1.67867  -2.12763  4.43550
H  -0.65083  -4.04258  3.15184
H  -0.34771  -2.96282  1.76999
H  0.86949  -1.81790  4.11905
H  2.76212  -3.00309  3.71233
H  1.88031  -4.50991  3.40676
H  2.26609  -3.46235  2.06002

Atoms 1-6, force components in eV/Å:
0.5261 -0.0832 0.0366
-0.5488 0.0703 -0.0584
-0.0338 -0.3425 -0.3326
0.5313 0.1649 0.2246
-0.1487 -0.6651 -0.5525
-1.3297 0.1143 -0.3263

Values from the calculation:
Maximum force ... 1.4 eV/A
Multiplicity ... 2
⟨S²⟩ ... 0.754
HOMO level (alpha / beta) ... -7.235 / -10.919 eV
Energy relative to the best compared isomer or geometry (same formula, charge and spin) ... 126.8 kJ/mol
LUMO energy (alpha / beta) ... -0.044 / -0.044 Eh
HOMO-LUMO gap (alpha / beta) ... 6.041 / 9.718 eV

=====

ORCA calculation (wB97M-V/def2-TZVPD) on a single C4H6O2 molecule.

Atoms and positions in Å:
O  -0.55542  -1.59707  2.28319
C  -0.11581  -1.20541  1.22686
C  -0.61063  0.01143  0.53204
C  -0.58764  0.02652  -0.98723
C  0.32144  0.92049  -0.23011
O  1.67069  0.56045  -0.25699
H  0.67341  -1.76713  0.68851
H  -1.44636  0.49392  1.03588
H  -1.46078  0.36525  -1.53368
H  -0.01536  -0.77999  -1.44102
H  0.12824  1.99038  -0.14342
H  2.00366  0.79432  -1.13387

Atoms 1-6, force components in eV/Å:
0.1895 0.1858 -0.4409
-0.1065 -0.0747 0.1769
-0.0520 -0.0294 0.2264
-0.0240 -0.0434 -0.2172
-0.2235 0.1329 0.0496
0.2255 0.1814 -0.0486

Values from the calculation:
Maximum force ... 0.5 eV/A
SMILES ... O=C[C@@H]1C[C@@H]1O
HOMO level ... -9.736 eV
Energy relative to the best compared isomer or geometry (same formula, charge and spin) ... 167.0 kJ/mol
LUMO energy ... 0.027 Eh
HOMO-LUMO gap ... 10.468 eV

=====

ORCA calculation (wB97M-V/def2-TZVPD) on a single C3H6O3S molecule in a non-equilibrium geometry.

Atoms and positions in Å:
C  0.01517  -1.19951  -0.48206
C  -0.24590  0.33874  -0.37680
O  -0.14879  0.78260  -1.81543
S  -1.81082  0.78197  0.30936
C  0.63660  0.69604  0.97755
O  0.54839  1.74455  1.59676
O  1.31453  -0.31565  1.43837
H  -0.57971  -1.59874  0.37531
H  1.03096  -1.13913  -0.55561
H  -0.46467  -1.45451  -1.44838
H  0.45839  1.56121  -1.91438
H  -2.47762  -0.16761  -0.39854
H  1.72347  -0.02995  2.29384

Atoms 1-6, force components in eV/Å:
-4.8303 1.9081 -0.7104
0.9178 -1.2526 -0.1074
1.6709 1.0802 2.3489
-1.3284 -0.2073 -0.2082
-1.0608 3.2752 -1.0372
0.1512 -0.9401 -1.0746

Values from the calculation:
Maximum force ... 5.2 eV/A
SMILES ... C[C@@](O)(S)C(=O)O
HOMO level ... -9.488 eV
Energy relative to the best compared isomer or geometry (same formula, charge and spin) ... 47.6 kJ/mol
LUMO energy ... 0.018 Eh
HOMO-LUMO gap ... 9.987 eV